DFT (the ωB97M-V functional and the def2-TZVPD basis) results for 2 unconnected molecules or ions with the total composition C4H8O at a distorted geometry.

Atoms and positions in Å:
H1 3.37 2.61 3.50
O1 3.79 0.83 4.10
H2 -0.33 -1.95 -1.56
H3 -0.89 0.13 -0.29
H4 -2.47 -0.07 -2.61
H5 -2.37 -0.73 0.26
H6 3.52 1.25 2.14
H7 -1.00 -2.05 -3.31
C1 -1.04 -1.62 -2.32
C2 3.57 1.57 3.19
H8 -2.29 0.89 -0.64
C3 -1.94 -0.14 -0.53
C4 -1.93 -0.73 -1.93

The lowest unoccupied orbital energy is 0.77 eV. The calculation puts the gap between HOMO and LUMO at 10.5 eV. As for the total energy: -6322.943 eV. Its total charge is 0. As for the energy above the lowest of the compared OMol25 structures with the same formula, charge and spin: 51.3 kcal/mol. As for the SMILES: C=CC.C=O.